[1]
Below is a 2-piece molecular cluster, C6H8ClN overall, with properties calculated with wB97M-V/def2-TZVPD.

Values from the calculation:
2S+1: 1
E in eV: -20359.1117
E_LUMO (alpha / beta) in eV: -0.334 / -0.405
Energy above the lowest of the compared OMol25 structures with the same formula, charge and spin in kcal per mole: 103.2
Kohn-Sham gap (alpha / beta) in eV: 7.9991 / 7.6179
F_max in Eh/bohr: 0.019
Total charge: 0
HOMO level (alpha / beta) in eV: -8.33 / -8.02

Cartesian coordinates (Å):
1 C -2.1162 1.4315 -0.0060
2 C -0.7349 1.7496 -0.0166
3 C -2.2315 0.0697 -0.0878
4 C -0.1075 0.5510 -0.1186
5 C -0.6600 -1.8689 -0.2457
6 C 3.9785 0.1720 0.2997
7 N -0.9779 -0.4721 -0.1560
8 Cl 2.3877 0.1075 -0.3622
9 H -2.9156 2.1424 0.0559
10 H -0.2923 2.7232 0.0280
11 H -3.1028 -0.5541 -0.1098
12 H -1.5031 -2.4047 -0.6823
13 H 0.2182 -2.0058 -0.8776
14 H -0.4490 -2.2885 0.7418
15 H 4.1459 -0.5237 1.1062
16 H 4.3605 1.1708 0.4311

***

[2]
Below is a 2-piece molecular cluster, C6H8ClN overall, with properties calculated with wB97M-V/def2-TZVPD.

Values from the calculation:
2S+1: 3
E in eV: -20359.8897
Expectation value of S²: 2.03
E_LUMO (alpha / beta) in eV: 0.913 / -1.518
Energy above the lowest of the compared OMol25 structures with the same formula, charge and spin in kcal per mole: 0.0
Kohn-Sham gap (alpha / beta) in eV: 7.3270 / 8.0856
F_max in Eh/bohr: 0.068
Total charge: 0
HOMO level (alpha / beta) in eV: -6.41 / -9.60

Cartesian coordinates (Å):
1 C 0.9950 -0.6403 -0.6358
2 C 0.4311 1.2845 0.8289
3 C 0.0554 -0.2415 -1.4983
4 C -0.5280 1.6506 -0.0260
5 C 1.1539 -0.0150 0.7102
6 C -0.8787 0.8035 -1.1375
7 N -2.3452 -0.5836 -0.2074
8 Cl -1.8416 1.4808 -2.3804
9 H 1.6632 -1.4522 -0.8829
10 H 0.7103 1.9243 1.6530
11 H -0.0605 -0.7132 -2.4626
12 H -1.0497 2.5883 0.0788
13 H 0.7565 -0.7027 1.4723
14 H 2.2143 0.1083 0.9516
15 H -1.7130 -1.0236 0.4571
16 H -2.4382 -1.2166 -0.9959